# 1
{"formula": "C9H19NP", "method": "ωB97M-V with the def2-TZVPD basis set", "symbols": ["C", "C", "C", "C", "C", "C", "C", "C", "C", "N", "P", "H", "H", "H", "H", "H", "H", "H", "H", "H", "H", "H", "H", "H", "H", "H", "H", "H", "H", "H"], "coordinates": [[0.686, 1.465, 0.185], [-0.040, 1.082, -0.944], [-0.579, -1.782, -0.083], [2.325, 0.318, 3.277], [0.883, 2.379, 3.034], [-2.539, -1.939, -2.696], [-0.097, -1.364, -3.677], [1.750, 1.366, 2.326], [-1.279, -0.901, -2.787], [0.812, 0.847, 1.315], [-0.724, -0.489, -1.129], [1.118, 2.352, 0.063], [-0.132, 1.738, -1.841], [0.069, -1.805, 0.810], [-0.914, -2.623, -0.419], [3.139, -0.237, 2.732], [2.606, 0.892, 4.149], [1.675, -0.530, 3.632], [1.386, 2.658, 3.988], [-0.134, 2.055, 3.318], [0.658, 3.206, 2.386], [-3.092, -1.530, -1.822], [-3.197, -1.817, -3.491], [-2.154, -2.906, -2.588], [0.587, -0.553, -3.932], [-0.399, -1.959, -4.562], [0.411, -1.967, -2.968], [2.535, 1.881, 1.622], [-1.702, 0.116, -3.025], [0.418, -0.076, 1.568]], "lowdin_charge": [-0.1764, -0.2247, -0.1207, -0.0428, -0.0623, -0.0465, -0.0827, -0.4007, -0.4910, 0.0417, 1.0270, 0.0960, 0.0962, 0.0322, -0.0543, 0.1003, 0.0753, 0.1015, 0.0975, 0.1015, 0.0739, 0.0810, 0.0545, 0.0587, 0.0828, 0.1041, 0.0489, 0.1800, 0.1141, 0.1348], "total_charge": 1, "homo_ev": -12.33, "spin_multiplicity": 1, "lumo_ev": -4.234}

***

# 2
{"formula": "C9H19NSSi", "method": "ωB97M-V with the def2-TZVPD basis set", "symbols": ["C", "C", "C", "C", "C", "C", "C", "C", "C", "N", "Si", "S", "H", "H", "H", "H", "H", "H", "H", "H", "H", "H", "H", "H", "H", "H", "H", "H", "H", "H", "H"], "coordinates": [[-0.597, 0.386, -2.584], [-1.637, -0.371, -3.492], [0.322, -0.624, -2.054], [-1.211, -1.790, -3.214], [0.276, -1.805, -2.993], [0.000, 1.938, 3.250], [0.413, -1.222, 3.396], [2.267, 0.453, 1.566], [-0.803, 2.381, -1.374], [-0.509, 1.689, -2.354], [0.419, 0.330, 2.313], [-1.035, 0.145, 0.775], [-2.704, -0.088, -3.057], [-1.483, 0.039, -4.471], [1.323, -0.186, -1.815], [-0.307, -1.067, -1.145], [-1.763, -2.039, -2.188], [-1.412, -2.490, -4.073], [0.716, -1.537, -4.003], [0.776, -2.757, -2.597], [-0.980, 2.428, 3.123], [0.293, 1.658, 4.342], [0.718, 2.788, 2.980], [0.488, -2.026, 2.637], [1.297, -1.193, 4.103], [-0.590, -1.261, 4.009], [2.854, 0.729, 2.487], [2.428, -0.495, 1.090], [2.297, 1.302, 0.791], [-0.865, 3.546, -1.613], [-0.958, 2.044, -0.307]], "lowdin_charge": [-0.1880, -0.0879, -0.2079, -0.2445, -0.2095, -0.2662, -0.2667, -0.2329, -0.0227, 0.1000, 0.0515, 0.1925, 0.1717, 0.1133, 0.1451, 0.0681, 0.1620, 0.1292, 0.1305, 0.1468, 0.0096, 0.0418, 0.0292, 0.0122, 0.0319, 0.0620, 0.0229, -0.0152, 0.0295, 0.1265, -0.0349], "homo_ev": -7.08, "spin_multiplicity": 1, "lumo_ev": -1.061}